Computed, not measured: 9 unconnected molecules or ions with the total composition C35H78ClI2NO10P, with the ωB97M-V functional and the def2-TZVPD basis.

Output
- DFT total energy (hartree) = -3584.1719
- total charge = +1

Each atom is followed by the atoms it is bonded to, with distances in Å.
Geometry (Å):
1 I -2.7139 1.5259 2.6786  C41 2.127
2 I -3.5678 -3.4568 2.1586  C18 2.154
3 Cl -1.2605 -1.9651 8.0134  C37 1.789
4 P -1.0758 -1.4966 4.6854  O8 1.662, O11 1.656, C46 1.901
5 O -0.2015 1.8961 -7.6025  C29 1.429, H59 0.964
6 O -5.8721 1.7531 8.3258  C50 1.429, H89 0.963
7 O 5.5906 5.9010 -3.9923  C19 1.428, H113 0.964
8 O -0.3932 -0.2773 5.5856  P4 1.662, H115 0.971
9 O -0.0002 3.7944 -3.3792  C27 1.429, H85 0.964
10 O 5.3514 -0.6234 -7.7243  C42 1.427, H62 0.964
11 O -0.2935 -2.9362 4.9234  P4 1.656, H81 0.974
12 O 4.7099 1.8956 -3.0769  C24 1.428, H116 0.965
13 O 0.1936 0.8230 -1.1865  C47 1.427, H61 0.967
14 O -4.8923 -9.1457 7.1599  C34 1.429, H69 0.964
15 N -5.6805 -1.7722 5.6131  C22 1.347, C28 1.358, H99 1.018
16 C -1.4313 3.4403 -5.2810  C27 1.520, H84 1.093, H92 1.092, H118 1.087
17 C 2.5387 1.2184 -0.8327  C47 1.519, H57 1.093, H114 1.092, H125 1.090
18 C -3.0724 -1.3768 1.8943  I2 2.154, C41 1.346, C49 1.526
19 C 5.5415 5.8763 -2.5654  O7 1.428, C36 1.521, C44 1.521, H88 1.091
20 C -3.4576 -2.3059 6.3290  C22 1.395, C37 1.529, C46 1.440
21 C 0.8333 1.8101 0.9161  C47 1.521, H101 1.091, H121 1.094, H126 1.092
22 C -4.8406 -2.3163 6.5146  N15 1.347, C20 1.395, H93 1.095
23 C -1.9736 5.1723 -3.5405  C27 1.521, H73 1.092, H111 1.094, H122 1.091
24 C 6.0085 1.3848 -3.3794  O12 1.428, C26 1.520, C35 1.521, H75 1.092
25 C 2.0775 1.7575 -8.3785  C29 1.522, H82 1.092, H112 1.094, H128 1.091
26 C 7.0658 2.2994 -2.7829  C24 1.520, H78 1.092, H94 1.092, H103 1.094
27 C -1.3642 3.8037 -3.8064  O9 1.429, C16 1.520, C23 1.521, H86 1.092
28 C -5.2261 -1.1947 4.4710  N15 1.358, C48 1.414, H53 1.093
29 C 0.6770 2.2813 -8.6612  O5 1.429, C25 1.522, C39 1.521, H76 1.092
30 C 5.6116 -0.7634 -10.1163  C42 1.521, H80 1.091, H90 1.092, H119 1.094
31 C -8.0695 0.8599 8.6538  C50 1.505, H54 1.097, H108 1.091, H124 1.091
32 C -2.5440 -9.5935 7.4657  C34 1.521, H51 1.092, H58 1.091, H63 1.094
33 C -3.2050 -5.4779 7.1657  C38 1.570, H55 1.101, H64 1.104, H77 1.111
34 C -3.9641 -10.0220 7.8030  O14 1.429, C32 1.521, C40 1.520, H102 1.091
35 C 6.1643 1.2645 -4.8873  C24 1.521, H72 1.092, H91 1.094, H109 1.090
36 C 6.6912 6.6965 -2.0017  C19 1.521, H71 1.092, H83 1.091, H100 1.094
37 C -2.5888 -2.9862 7.3873  Cl3 1.789, C20 1.529, C38 1.567, H70 1.108
38 C -2.1319 -4.3806 6.8372  C33 1.570, C37 1.567, H56 1.105, H106 1.099
39 C 0.1456 1.7517 -9.9842  C29 1.521, H79 1.094, H96 1.091, H98 1.091
40 C -4.2286 -11.4537 7.3651  C34 1.520, H87 1.091, H104 1.091, H127 1.094
41 C -3.2582 -0.5172 2.9137  I1 2.127, C18 1.346, C48 1.548
42 C 6.1908 -0.2368 -8.8121  O10 1.427, C30 1.521, C45 1.521, H110 1.092
43 C -7.6114 2.3971 6.7822  C50 1.510, H97 1.091, H107 1.096, H123 1.091
44 C 4.1971 6.4071 -2.0911  C19 1.521, H60 1.091, H68 1.092, H120 1.094
45 C 7.5995 -0.7618 -8.5814  C42 1.521, H52 1.091, H65 1.091, H67 1.094
46 C -2.9087 -1.6774 5.1553  P4 1.901, C20 1.440, C48 1.433
47 C 1.2152 0.8386 -0.1901  O13 1.427, C17 1.519, C21 1.521, H95 1.093
48 C -3.8377 -1.1248 4.2141  C28 1.414, C41 1.548, C46 1.433
49 C -2.5005 -1.0290 0.5224  C18 1.526, H66 1.107, H105 1.107, H117 1.099
50 C -7.2650 2.0524 8.2111  O6 1.429, C31 1.505, C43 1.510, H74 1.091
51 H -2.3721 -8.5617 7.7778  C32 1.092
52 H 7.9990 -0.3836 -7.6389  C45 1.091
53 H -5.9055 -0.7727 3.7256  C28 1.093
54 H -7.8325 -0.0075 8.0259  C31 1.097
55 H -3.5525 -5.4425 8.2095  C33 1.101
56 H -2.1456 -4.2946 5.7353  C38 1.105
57 H 2.4775 2.2095 -1.2886  C17 1.093
58 H -1.8091 -10.2328 7.9573  C32 1.091
59 H -0.2230 0.9327 -7.5728  O5 0.964
60 H 4.1229 6.3807 -1.0025  C44 1.091
61 H 0.1272 1.7130 -1.5585  O13 0.967
62 H 5.3288 -1.5865 -7.6943  O10 0.964
63 H -2.3722 -9.6334 6.3858  C32 1.094
64 H -2.7958 -6.4647 6.8890  C33 1.104
65 H 8.2703 -0.4638 -9.3892  C45 1.091
66 H -3.3380 -1.0400 -0.2014  C49 1.107
67 H 7.5993 -1.8536 -8.5136  C45 1.094
68 H 3.3818 5.8143 -2.5107  C44 1.092
69 H -4.7558 -9.2184 6.2087  O14 0.964
70 H -3.2461 -3.2044 8.2517  C37 1.108
71 H 6.6923 6.6789 -0.9104  C36 1.092
72 H 7.1425 0.8581 -5.1524  C35 1.092
73 H -1.9074 5.4228 -2.4797  C23 1.092
74 H -7.4552 2.9108 8.8564  C50 1.091
75 H 6.0794 0.3954 -2.9228  C24 1.092
76 H 0.6908 3.3728 -8.6820  C29 1.092
77 H -4.0380 -5.2884 6.4563  C33 1.111
78 H 6.9338 2.3847 -1.7019  C26 1.092
79 H 0.0813 0.6599 -9.9660  C39 1.094
80 H 6.2231 -0.4655 -10.9699  C30 1.091
81 H 0.6645 -2.7645 4.8929  O11 0.974
82 H 2.7767 2.0545 -9.1626  C25 1.092
83 H 7.6475 6.3095 -2.3578  C36 1.091
84 H -0.8702 4.1588 -5.8846  C16 1.093
85 H 0.4742 4.4558 -3.8949  O9 0.964
86 H -1.8900 3.0487 -3.2174  C27 1.092
87 H -3.5459 -12.1499 7.8550  C40 1.091
88 H 5.6516 4.8343 -2.2607  C19 1.091
89 H -5.6849 0.9980 7.7581  O6 0.963
90 H 4.5981 -0.3864 -10.2645  C30 1.092
91 H 6.0504 2.2410 -5.3675  C35 1.094
92 H -2.4633 3.4183 -5.6368  C16 1.092
93 H -5.2432 -2.7850 7.4187  C22 1.095
94 H 8.0724 1.9272 -2.9828  C26 1.092
95 H 1.2796 -0.1731 0.2182  C47 1.093
96 H 0.7874 2.0485 -10.8156  C39 1.091
97 H -8.6653 2.6520 6.6643  C43 1.091
98 H -0.8620 2.1275 -10.1701  C39 1.091
99 H -6.6813 -1.8102 5.7965  N15 1.018
100 H 6.6239 7.7365 -2.3337  C36 1.094
101 H -0.1254 1.5217 1.3489  C21 1.091
102 H -4.1298 -9.9312 8.8777  C34 1.091
103 H 6.9786 3.3079 -3.1969  C26 1.094
104 H -5.2528 -11.7435 7.6040  C40 1.091
105 H -1.8101 -1.8455 0.2356  C49 1.107
106 H -1.1486 -4.6830 7.2232  C38 1.099
107 H -7.3768 1.5509 6.1259  C43 1.096
108 H -9.1418 1.0517 8.5918  C31 1.091
109 H 5.3939 0.6145 -5.3031  C35 1.090
110 H 6.2047 0.8545 -8.8310  C42 1.092
111 H -1.4316 5.9495 -4.0865  C23 1.094
112 H 2.0768 0.6661 -8.3082  C25 1.094
113 H 5.4948 6.8168 -4.2767  O7 0.964
114 H 3.3507 1.2209 -0.1026  C17 1.092
115 H -1.0653 0.3718 5.8514  O8 0.971
116 H 4.6388 2.7698 -3.4790  O12 0.965
117 H -1.9238 -0.0937 0.4943  C49 1.099
118 H -0.9828 2.4654 -5.4542  C16 1.087
119 H 5.5471 -1.8552 -10.0982  C30 1.094
120 H 4.0478 7.4377 -2.4259  C44 1.094
121 H 0.7166 2.8236 0.5213  C21 1.094
122 H -3.0223 5.2031 -3.8413  C23 1.091
123 H -7.0113 3.2433 6.4435  C43 1.091
124 H -7.8295 0.5808 9.6810  C31 1.091
125 H 2.7896 0.5194 -1.6300  C17 1.090
126 H 1.5867 1.8298 1.7063  C21 1.092
127 H -4.1118 -11.5552 6.2822  C40 1.094
128 H 2.4434 2.1372 -7.4232  C25 1.091